Molecular formula: C13H47HgO13
Method: DFT, the ωB97M-V functional and the def2-TZVPD basis

The geometry in XYZ format:
```
74
Properties=species:S:1:pos:R:3
Hg 1.6350 -3.0759 1.6101
C -0.6306 0.1706 -0.1127
C 0.2465 -0.8553 0.5607
O 1.3555 -1.2264 0.0758
O -0.1747 -1.6002 1.4485
H -0.4068 1.0766 0.4550
H -1.6772 -0.0639 0.0807
H -0.4900 0.2966 -1.1835
C 3.2848 1.4779 -1.6473
O 3.4846 0.8181 -0.3877
H 4.1045 2.0971 -2.0130
H 3.1703 0.7092 -2.4115
H 2.4722 2.2035 -1.5826
H 2.7490 0.2101 -0.2770
C -3.4635 1.6420 -1.9654
O -3.3284 2.3362 -0.7590
H -4.1724 2.2377 -2.5442
H -2.5257 1.6047 -2.5194
H -3.8317 0.6137 -1.9739
H -4.1828 2.4136 -0.3225
C 0.2147 0.8728 -3.8777
O 0.8065 1.5679 -4.9760
H -0.5647 0.1827 -4.2113
H 0.9878 0.3043 -3.3629
H -0.3099 1.5710 -3.2223
H 0.1095 2.1820 -5.2240
C -0.4248 -2.6978 -2.7373
O 0.3393 -3.8855 -2.8748
H -1.0925 -2.6884 -3.6014
H -1.0399 -2.7108 -1.8379
H 0.1465 -1.7881 -2.9221
H 0.3776 -4.4214 -2.0807
C 3.1669 -0.4669 2.7888
O 3.1570 -1.8981 2.8575
H 3.9060 -0.2097 2.0279
H 2.2627 -0.0329 2.3651
H 3.4879 -0.0428 3.7384
H 3.8721 -2.0476 3.4832
C -4.8153 0.6537 2.0067
O -5.5871 1.1827 0.9088
H -3.7835 0.8813 1.7393
H -5.1401 1.0752 2.9580
H -4.9441 -0.4054 2.2337
H -5.5395 0.4893 0.2447
C -2.9870 -3.0319 0.9271
O -2.8059 -1.9085 1.7863
H -2.8946 -2.6722 -0.1002
H -2.3584 -3.8978 1.1399
H -4.0345 -3.3181 1.0215
H -1.8871 -1.6374 1.6585
C -1.2913 4.4170 0.8995
O -1.0336 3.5711 -0.2244
H -1.3008 3.7948 1.7953
H -0.4650 5.1241 0.9703
H -2.1831 5.0281 0.7566
H -1.7784 2.9882 -0.4206
C 3.0504 -1.9352 -3.1640
O 3.3255 -3.3542 -3.2525
H 3.9663 -1.3522 -3.0831
H 2.3766 -1.5861 -3.9466
H 2.5499 -1.7429 -2.2110
H 2.4738 -3.7935 -3.3403
C 0.3922 -1.9264 4.5796
O 0.9016 -3.0912 3.9194
H -0.0784 -1.2363 3.8821
H -0.3961 -2.2637 5.2536
H 1.0691 -1.3304 5.1927
H 1.3209 -3.7054 4.5282
C 2.5492 3.2493 1.8552
O 3.7152 2.4897 2.0669
H 2.2469 3.6016 2.8399
H 2.6236 4.0168 1.0830
H 1.7801 2.5885 1.4423
H 3.9415 2.1605 1.1901
```

Values from the calculation:
E_tot   -45022.03078 eV
Net charge   +1



Molecular formula: C2HBrNO4
Method: DFT, the ωB97M-V functional and the def2-TZVPD basis

The geometry in XYZ format:
```
9
Properties=species:S:1:pos:R:3
C 2.3890 0.6342 0.1760
C -2.0246 -0.3961 0.3510
N -0.4543 -0.5297 -0.2915
O 2.7708 0.7726 -0.8936
O -0.0654 -1.7041 -0.4631
O 2.5033 0.5253 1.3338
O 0.2910 0.4799 -0.2013
Br -2.8626 1.3016 0.1609
H -2.5472 -1.0838 -0.1722
```

Values from the calculation:
E_tot   -81810.22068 eV
Net charge   -1



Molecular formula: C8H10N2O2
Method: DFT, the ωB97M-V functional and the def2-TZVPD basis

The geometry in XYZ format:
```
22
Properties=species:S:1:pos:R:3
C -1.7028 3.1173 0.8214
C -0.8139 2.7948 2.1056
C 0.5483 2.1664 1.7239
O 0.1885 0.9268 0.9450
C 0.8001 -0.1463 0.7596
O 1.7657 -0.5535 1.3069
C 0.2390 -0.9010 -0.4060
C 0.6441 -2.1866 -0.4655
N 0.3474 -3.0440 -1.4394
C -0.3456 -2.4220 -2.4747
C -0.7539 -1.1762 -2.4769
N -0.5003 -0.3623 -1.3574
H -2.7575 3.3913 0.9914
H -1.8032 2.1569 0.3088
H -1.2466 3.8964 0.1440
H -0.5811 3.6498 2.6717
H -1.3326 2.1610 2.8461
H 1.0752 2.7269 0.8505
H 1.3722 1.8928 2.4021
H 1.2145 -2.6352 0.3025
H -0.7239 -3.1011 -3.2714
H -1.4719 -0.7593 -3.2075
```

Values from the calculation:
E_tot   -15531.72878 eV
Net charge   0
SMILES string   CCCOC(=O)c1cnccn1



Molecular formula: CH3NO2
Method: DFT, the ωB97M-V functional and the def2-TZVPD basis

The geometry in XYZ format:
```
7
Properties=species:S:1:pos:R:3
C 0.5130 -0.3128 0.5398
N -0.0908 0.8844 0.8961
O 1.2069 0.7395 0.3332
O -1.2075 -0.6006 -1.2121
H 0.7530 -1.1687 1.0548
H -0.7152 1.1734 0.2468
H -0.4593 -0.7152 -1.8587
```

Values from the calculation:
E_tot   -6663.49890 eV
Net charge   0



Which of these has the lowest E_tot?
C2HBrNO4



What is the net charge in the second record?
-1



Among the records above, which one has the lowest net charge?
C2HBrNO4



Look up the E_tot of the second one.
-81810.22068 eV